No. 1
DFT (wB97M-V/def2-TZVPD) results for a molecular structure, C18H29N3O7P2PbS2.

Geometry as XYZ:
```
62
Properties=species:S:1:pos:R:3:nbo_charge:R:1
Pb -0.470 0.796 0.063 1.346
S -3.103 0.791 -0.357 -0.486
S 0.264 3.647 -0.376 0.205
P 0.241 -2.610 1.013 2.365
P 2.567 -1.383 -0.400 2.391
O -0.168 -3.163 -0.396 -1.018
O -0.462 -1.370 1.433 -1.155
O -0.061 -3.791 2.060 -0.990
O 2.547 -1.979 2.214 -0.717
O 2.297 0.031 0.005 -1.186
O 1.923 -1.959 -1.625 -1.169
O 4.160 -1.620 -0.500 -0.991
N 1.120 1.867 2.185 -0.676
N -0.915 -0.226 -2.295 -0.538
N -1.619 2.532 1.968 -0.671
C 0.070 -0.517 -3.113 0.297
C 1.290 0.357 -3.060 -0.659
C -1.988 3.783 1.314 -0.231
C 2.069 -2.533 0.991 -0.483
C -0.940 2.674 3.259 -0.235
C -2.191 -2.099 -3.140 -0.018
C -4.267 -1.411 -1.439 -0.230
C 0.004 -1.616 -3.999 -0.249
C -1.108 -2.398 -3.999 -0.142
C -4.384 -2.535 -2.278 -0.203
C -3.366 -2.880 -3.118 -0.220
C -2.060 -0.977 -2.292 0.109
C 1.870 3.508 0.486 -0.522
C 0.296 1.775 3.375 -0.221
C 2.643 -3.932 0.741 -0.646
C -3.139 -0.621 -1.418 -0.131
C 1.830 3.110 1.959 -0.230
C -0.796 4.576 0.775 -0.539
H -0.159 4.957 1.572 0.217
H 0.849 -1.837 -4.636 0.224
H -1.619 2.452 4.087 0.202
H 2.870 3.059 2.303 0.198
H -1.175 -3.267 -4.645 0.214
H -0.020 0.733 3.466 0.220
H 2.391 4.458 0.365 0.221
H 1.726 1.061 2.056 0.418
H 2.115 -0.086 -3.613 0.228
H 4.602 -1.043 0.135 0.502
H -1.174 5.436 0.224 0.238
H -5.089 -1.141 -0.788 0.220
H -3.438 -3.745 -3.765 0.207
H 2.308 -2.577 2.933 0.472
H -0.949 -3.696 2.428 0.516
H 1.362 3.907 2.541 0.186
H -5.291 -3.124 -2.250 0.212
H -2.438 1.940 2.049 0.400
H 0.832 2.045 4.296 0.175
H -0.642 3.718 3.381 0.183
H 1.063 1.338 -3.484 0.221
H 2.398 -4.273 -0.264 0.242
H 2.402 2.743 -0.085 0.254
H -2.536 4.454 1.990 0.182
H 3.727 -3.879 0.829 0.234
H 1.615 0.493 -2.024 0.254
H -2.655 3.535 0.487 0.231
H 2.256 -4.655 1.460 0.216
H 0.510 -2.831 -1.083 0.556
```

LUMO   0.415 eV
Spin multiplicity   1
Kohn-Sham gap   7.42 eV

No. 2
DFT (wB97M-V/def2-TZVPD) results for a gas-phase ion, C5H15N4O2 (charge +1) in a non-equilibrium geometry.

Geometry as XYZ:
```
26
Properties=species:S:1:pos:R:3:nbo_charge:R:1
O -1.665 -1.318 -0.029 -0.714
O -0.890 2.235 -0.615 -0.698
N -0.759 -0.089 -1.723 -0.722
N -0.252 0.864 1.088 -0.644
N -1.177 2.996 1.449 -0.825
N 1.477 0.462 -0.658 -0.897
C 0.541 -0.093 0.351 0.257
C -0.791 2.045 0.597 0.804
C 0.329 -2.189 -1.038 -0.679
C 1.299 -0.874 1.457 -0.613
C -0.393 -0.987 -0.565 0.403
H 2.258 -0.448 1.467 0.241
H 2.402 0.282 -0.555 0.389
H 1.307 1.344 -1.111 0.399
H -0.509 0.880 -1.376 0.470
H -0.304 -2.634 -1.911 0.238
H 0.563 -2.992 -0.251 0.248
H -0.355 -0.250 -2.582 0.423
H -1.582 -2.111 0.542 0.498
H 1.224 -1.896 -1.555 0.251
H 0.702 -0.947 2.364 0.233
H -1.115 3.163 2.503 0.438
H -1.665 3.754 0.928 0.429
H -1.748 -0.165 -1.944 0.443
H 1.241 -1.933 1.076 0.223
H -0.136 0.901 2.091 0.405
```

LUMO   -2.576 eV
Spin multiplicity   1
Net charge   +1
Kohn-Sham gap   10.97 eV
SMILES string   C[C@](N)(NC(N)=O)[C@](C)([NH3+])O

No. 3
DFT (wB97M-V/def2-TZVPD) results for a molecular structure, Ca3H14NO10 in a non-equilibrium geometry.

Geometry as XYZ:
```
28
Properties=species:S:1:pos:R:3:nbo_charge:R:1
Ca 13.059 -0.348 -3.934 1.902
Ca 17.134 -6.193 -12.202 1.992
Ca 6.415 -1.736 -11.731 1.983
O 12.935 -1.138 -8.944 -0.592
O 16.727 -2.948 -14.930 -0.987
O 12.687 3.523 -10.487 -0.923
O 14.989 -7.405 -8.693 -0.970
O 11.506 -1.511 -10.559 -0.528
O 13.392 -2.481 -10.475 -0.493
O 13.104 -0.359 -16.330 -0.949
O 7.600 -4.862 -8.740 -0.977
O 18.649 -3.501 -9.084 -0.977
O 12.961 3.595 -5.568 -0.988
N 12.585 -1.702 -10.037 0.724
H 12.347 0.034 -15.897 0.464
H 15.848 -2.628 -15.136 0.492
H 12.204 4.138 -5.788 0.493
H 12.663 2.596 -10.248 0.460
H 12.055 3.939 -9.901 0.463
H 14.081 -7.228 -8.448 0.486
H 19.550 -3.587 -8.775 0.492
H 7.023 -5.348 -8.151 0.495
H 8.481 -5.034 -8.409 0.483
H 17.303 -2.209 -15.128 0.499
H 13.692 4.210 -5.515 0.498
H 15.480 -7.313 -7.877 0.486
H 13.155 0.086 -17.176 0.485
H 18.265 -2.828 -8.521 0.486
```

LUMO   -15.248 eV
Spin multiplicity   1
Net charge   +5
Kohn-Sham gap   2.29 eV

No. 4
DFT (wB97M-V/def2-TZVPD) results for 19 unconnected molecules or ions with the total composition C39H76O39 in a non-equilibrium geometry.

Geometry as XYZ:
```
154
Properties=species:S:1:pos:R:3:lowdin_charge:R:1
O -5.379 -2.419 -3.608 0.146
O 2.601 2.962 -4.054 0.067
O 4.039 -3.098 1.955 -0.111
O -1.671 1.622 -3.001 -0.173
O -5.751 -4.384 -2.656 0.053
O -3.078 -4.302 -6.423 0.151
O 2.869 0.980 6.270 0.056
O 0.768 4.289 -4.147 0.124
O 5.053 0.565 0.953 0.066
O -0.629 -6.938 -2.613 0.053
O -1.571 -4.221 -4.753 0.057
O 0.015 -5.073 1.978 -0.115
O -0.324 -0.886 -0.200 -0.127
O 4.191 2.726 5.778 0.167
O 1.873 -3.328 -1.672 0.029
O 0.423 0.088 -2.488 -0.146
O -0.749 3.998 4.126 0.152
O 0.213 5.983 4.432 0.039
O 0.589 7.357 0.235 0.163
O 3.247 1.098 -0.218 0.161
O 2.512 -5.334 -2.501 0.150
O 1.316 5.708 1.537 0.015
O -3.756 -3.526 -2.415 0.038
O 2.440 4.696 -2.740 0.066
O 3.474 1.857 1.882 0.048
O -1.420 5.786 2.962 0.058
O -3.793 1.251 1.970 -0.121
O -0.855 3.935 -1.517 -0.116
O -1.696 0.679 -5.539 -0.162
O -1.605 -0.100 5.105 0.061
O 0.592 -8.765 -2.263 0.060
O 2.804 7.025 0.561 0.081
O -2.290 -2.135 4.561 0.044
O -0.116 -1.695 4.650 0.146
O 2.157 2.618 4.991 0.039
O -0.769 -8.697 -4.044 0.140
O -5.949 0.317 -2.956 -0.134
O -2.162 -2.392 -5.776 0.059
O 4.028 -3.805 -1.789 0.074
C 1.077 -7.827 -1.289 -0.087
C -2.323 -3.718 -5.701 -0.628
C 2.528 5.185 2.029 -0.113
C 1.511 6.751 0.662 -0.568
C 4.369 1.555 2.962 -0.096
C 1.872 3.988 -3.704 -0.601
C -5.026 -5.331 -1.805 -0.066
C 2.526 -2.314 -0.847 -0.105
C 3.985 -2.428 -1.281 -0.058
C 1.414 0.825 6.222 -0.049
C -0.651 5.134 3.837 -0.610
C 3.775 -2.441 3.191 -0.130
C 3.844 1.149 0.789 -0.587
C 2.792 -4.278 -2.016 -0.547
C -3.081 0.021 5.176 -0.021
C -0.421 3.133 -0.404 -0.112
C 3.167 2.174 5.726 -0.677
C 3.615 5.993 1.261 -0.036
C 1.108 1.620 4.886 -0.070
C -2.898 1.098 -2.416 -0.062
C 3.586 4.006 -2.223 -0.077
C -4.954 -3.325 -2.959 -0.570
C -3.528 -1.444 4.801 -0.086
C 5.492 0.744 2.316 -0.076
C -0.594 -3.188 -4.334 -0.054
C -3.538 -4.893 -1.959 -0.048
C -0.324 -8.175 -3.049 -0.568
C -5.976 -0.281 -1.683 -0.186
C -0.009 -6.728 -1.320 -0.101
C -1.225 -1.310 4.755 -0.619
C -3.784 2.602 2.263 -0.184
C -0.030 7.384 3.991 -0.041
C 0.350 -0.319 0.904 -0.162
C -3.064 0.545 -6.003 -0.113
C 3.868 2.941 -3.369 -0.050
C -1.065 7.176 2.857 -0.085
C 1.426 -0.227 -3.469 -0.091
C -1.461 -1.940 -4.609 -0.112
C -0.257 -3.841 1.261 -0.125
H 4.403 -3.938 2.218 0.081
H -6.228 0.468 -0.946 0.071
H -0.217 3.776 0.434 0.069
H -0.246 0.712 -2.857 0.055
H 1.185 -0.213 6.130 0.095
H -1.171 -3.323 1.514 0.072
H -3.027 -0.194 -6.792 0.073
H -0.381 -4.127 0.202 0.071
H 4.694 3.183 -4.041 0.129
H 1.086 -8.367 -0.330 0.137
H 0.082 -0.597 -1.042 0.014
H -3.547 1.473 -6.380 0.087
H 1.169 1.168 3.881 0.131
H -4.506 2.789 3.010 0.064
H 2.429 -0.161 -3.025 0.072
H 3.232 -3.119 3.813 0.076
H 0.133 2.123 4.971 0.097
H -2.980 -5.367 -2.748 0.112
H -0.687 -6.888 -0.495 0.119
H -2.948 0.027 -2.681 0.087
H 2.010 -7.403 -1.611 0.102
H 4.023 1.946 -2.923 0.116
H -3.765 1.623 -2.798 0.080
H 4.270 6.502 1.979 0.131
H -2.079 -1.731 -3.731 0.119
H 0.496 2.581 -0.710 0.087
H -1.981 7.709 2.994 0.119
H -2.866 1.286 -1.338 0.072
H 3.856 0.871 3.632 0.115
H 3.224 -1.513 3.060 0.073
H 0.348 -3.310 -4.880 0.131
H -3.316 0.248 6.208 0.122
H 0.012 -4.880 2.910 0.057
H -5.233 -6.315 -2.244 0.133
H -5.016 -0.701 -1.371 0.064
H -0.306 -3.437 -3.314 0.115
H -6.126 -0.374 -3.619 0.069
H 3.329 3.570 -1.267 0.102
H -1.744 4.211 -1.271 0.087
H -3.973 3.157 1.322 0.089
H 1.230 -1.228 -3.864 0.067
H -0.320 7.997 4.856 0.129
H -2.975 0.920 1.564 0.084
H -1.594 1.324 -4.829 0.039
H -2.927 -4.877 -1.045 0.130
H -4.009 -2.051 5.582 0.128
H -1.094 2.304 -0.223 0.054
H 4.597 -2.294 -0.397 0.111
H -3.540 0.747 4.493 0.110
H -0.692 7.393 1.837 0.105
H -0.009 -0.807 1.813 0.067
H -5.374 -5.357 -0.798 0.110
H -2.889 3.043 2.744 0.073
H -6.752 -1.084 -1.617 0.095
H 4.170 5.343 0.586 0.111
H 2.568 4.108 1.815 0.114
H -0.891 -1.042 -4.917 0.106
H -1.606 2.584 -2.894 0.083
H 0.209 0.762 0.959 0.067
H 1.362 0.427 -4.343 0.094
H 6.462 1.244 2.396 0.135
H -3.717 0.149 -5.212 0.069
H 0.533 -3.110 1.415 0.053
H 4.732 -2.216 3.679 0.080
H 5.557 -0.264 2.750 0.115
H 0.338 -5.717 -1.303 0.088
H 0.921 7.765 3.588 0.124
H 2.627 5.292 3.138 0.141
H 4.682 2.459 3.453 0.124
H -4.205 -1.498 3.944 0.126
H 0.916 1.245 7.086 0.131
H 4.253 -1.736 -2.052 0.118
H 2.246 -2.535 0.179 0.097
H 4.387 4.694 -2.109 0.111
H 1.415 -0.526 0.888 0.048
H 2.008 -1.378 -1.050 0.086
```

LUMO   -0.215 eV
Spin multiplicity   1
Kohn-Sham gap   9.27 eV

No. 5
DFT (wB97M-V/def2-TZVPD) results for a molecular structure, C17H34GaO7S2 in a non-equilibrium geometry.

Geometry as XYZ:
```
61
Properties=species:S:1:pos:R:3:nbo_charge:R:1
Ga -0.459 1.971 1.555 0.563
S -3.724 -1.461 3.550 2.358
S -1.908 0.941 -4.009 2.359
O 1.817 1.745 -0.379 -0.575
O -0.891 1.174 -5.001 -0.935
O -2.740 -1.551 4.834 -0.713
O -4.195 -0.108 3.418 -0.914
O -1.701 0.047 -2.902 -0.912
O -4.630 -2.581 3.582 -0.950
O -3.288 0.535 -4.754 -0.720
C -4.159 -2.093 6.736 -0.638
C 5.486 -0.553 1.034 -0.276
C -2.449 2.502 -3.373 -0.883
C 0.604 1.026 0.022 -0.523
C 3.741 0.479 -2.601 -0.238
C 5.175 -0.365 -0.467 -0.224
C -3.222 -1.088 6.091 -0.075
C -2.497 -1.765 2.310 -0.889
C 3.279 0.856 1.567 -0.270
C 4.002 1.923 -3.259 -0.622
C 2.252 -0.116 -2.898 -0.618
C 4.519 0.050 2.090 -0.013
C 2.985 1.033 0.033 0.333
C 4.697 -0.107 3.677 -0.649
C -3.266 -0.552 -5.675 -0.075
C 3.946 0.411 -1.023 -0.065
C -3.256 -1.891 -4.961 -0.640
H -2.348 -0.950 6.733 0.190
H 5.812 -0.105 3.921 0.210
H 1.558 0.798 -2.914 0.229
H -3.340 2.346 -2.766 0.257
H -1.775 -0.947 2.316 0.297
H 4.259 -1.072 4.097 0.217
H 6.381 -1.156 1.398 0.209
H -2.418 -0.463 -6.360 0.194
H 2.207 -0.741 -3.852 0.202
H -1.824 1.180 1.927 -0.336
H -4.061 -1.942 -4.223 0.217
H -2.659 3.169 -4.209 0.241
H -2.317 -2.042 -4.425 0.231
H -1.646 2.910 -2.759 0.274
H 2.604 1.304 2.369 0.261
H -4.414 -1.786 7.753 0.205
H -0.125 0.998 -0.874 0.181
H 0.426 2.059 2.913 -0.344
H 4.142 0.762 4.165 0.229
H 4.894 1.814 -3.972 0.200
H 4.137 2.774 -2.514 0.229
H 4.502 -0.253 -3.070 0.197
H 5.886 -0.823 -1.248 0.205
H -3.701 -3.084 6.767 0.211
H -0.819 3.488 1.160 -0.320
H 2.000 -0.771 -1.982 0.229
H 3.073 2.163 -3.906 0.210
H -3.000 -1.814 1.345 0.252
H 0.796 -0.083 0.291 0.172
H -3.702 -0.111 5.986 0.199
H -4.176 -0.475 -6.277 0.186
H -3.375 -2.710 -5.674 0.207
H -5.088 -2.184 6.168 0.224
H -2.009 -2.716 2.524 0.238
```

LUMO   2.358 eV
Spin multiplicity   1
Net charge   -1
Kohn-Sham gap   6.97 eV

No. 6
DFT (wB97M-V/def2-TZVPD) results for a molecular structure, C24H64Mn2N3O25S6 in a non-equilibrium geometry.

Geometry as XYZ:
```
124
Properties=species:S:1:pos:R:3:mulliken_spin:R:1
Mn -0.045 -0.232 -4.424 4.931
Mn 1.353 3.770 -2.282 4.943
S -6.883 -1.739 0.076 0.000
S -3.864 -3.143 -6.225 -0.001
S 2.979 -3.659 -4.665 0.002
S 5.100 3.897 1.407 0.000
S -0.842 6.519 1.140 0.000
S 1.914 3.307 7.401 0.000
O -2.157 2.097 -4.344 0.011
O 0.073 1.395 -0.393 0.011
O -3.420 -4.399 -6.746 0.000
O 4.373 4.686 2.679 0.000
O -7.410 -2.839 -0.762 0.000
O 1.835 1.670 -3.853 0.033
O -1.587 3.838 -3.401 0.017
O 4.093 3.745 0.347 0.004
O -1.347 0.171 0.601 0.007
O -6.016 -2.415 1.346 0.000
O -3.042 -2.417 -5.191 0.003
O 3.248 3.732 7.911 0.000
O -0.246 6.610 2.494 0.000
O 4.599 -3.162 -4.458 0.001
O -1.568 7.974 0.865 0.000
O -0.103 6.142 -0.106 0.005
O 2.819 -5.019 -4.093 0.000
O -0.665 -0.293 -1.353 0.020
O 2.102 2.904 5.804 0.000
O -5.359 -3.330 -5.589 0.000
O 2.121 -2.570 -4.242 0.007
O -3.612 3.594 -3.925 0.006
O 6.314 4.617 1.055 0.000
O -7.793 -0.689 0.538 0.000
O 1.214 2.228 8.034 0.000
N -2.472 3.179 -3.879 -0.002
N -0.686 0.422 -0.357 0.001
N 1.962 -5.117 2.059 0.000
C -2.311 8.151 -0.288 0.000
C -4.220 -1.894 -7.638 0.000
C 5.403 2.258 2.275 0.000
C -7.659 -4.023 -5.763 0.000
C -2.414 5.547 1.350 0.000
C 5.141 5.444 3.671 0.000
C 0.806 4.821 7.197 0.000
C -6.280 -4.160 -6.309 0.000
C 0.343 -4.980 0.277 0.000
C 4.734 -1.266 -3.041 0.000
C 1.040 0.851 5.179 0.000
C 1.121 -5.731 3.080 0.000
C -5.472 -0.941 -0.750 0.000
C 4.926 -1.794 -4.482 -0.001
C -2.082 9.583 -0.794 0.000
C 4.100 -3.758 1.793 0.000
C -5.425 -3.697 1.193 0.000
C 1.014 2.363 5.095 0.000
C 2.894 -3.776 -6.473 0.000
C -4.209 -3.601 2.102 0.000
C 6.068 4.612 4.517 0.000
C 1.853 -6.940 3.609 0.000
C 3.135 -4.493 2.706 0.000
C 1.169 -4.205 1.256 0.000
H 0.036 2.805 5.283 0.000
H -3.512 -2.856 1.719 0.000
H 2.636 -6.760 4.345 0.000
H 1.848 -3.979 -6.703 0.000
H -2.888 5.510 0.369 0.000
H 1.108 -7.677 3.912 0.000
H -5.757 -0.460 -1.685 0.000
H 0.634 -3.510 1.903 0.000
H -0.367 -5.668 0.738 0.000
H -2.517 10.273 -0.071 0.000
H -4.914 -0.235 -0.134 0.000
H 5.032 -0.223 -2.931 0.000
H 1.206 5.466 6.414 0.000
H 0.883 -5.471 -0.533 0.000
H 4.966 -3.416 2.360 0.000
H -5.974 -5.204 -6.253 0.000
H 5.757 1.612 1.472 0.000
H -6.074 -4.456 1.630 0.000
H 6.945 4.181 4.033 0.000
H 3.424 -4.635 -6.885 0.000
H -3.383 -1.754 -8.322 0.000
H 6.472 5.212 5.332 0.000
H 0.757 -4.991 3.793 0.000
H 0.129 0.476 4.712 0.000
H 1.813 -3.598 0.619 0.000
H -3.677 -4.545 1.986 0.000
H 2.733 -3.752 3.396 0.000
H -2.975 6.163 2.053 0.000
H 4.416 5.893 4.351 0.000
H 2.804 1.575 -3.774 0.000
H 1.204 2.563 4.040 0.000
H -6.271 -3.862 -7.357 0.000
H 3.648 -2.880 1.333 0.000
H 3.691 -5.194 3.330 0.000
H 4.469 1.972 2.759 0.000
H 0.911 0.436 6.178 0.000
H 4.406 -4.489 1.044 0.000
H -4.854 -1.789 -1.044 0.000
H 5.576 6.293 3.143 0.000
H -1.028 9.832 -0.912 0.000
H 4.213 -1.239 -5.091 0.001
H -8.071 -3.044 -6.008 0.000
H 5.935 -1.590 -4.841 0.000
H -4.438 -0.944 -7.149 0.000
H 5.586 3.784 5.036 0.000
H 3.700 -1.314 -2.700 0.000
H -2.640 9.747 -1.716 0.000
H -7.510 -4.051 -4.684 0.000
H -8.327 -4.797 -6.143 0.000
H 1.009 5.363 8.121 0.000
H -4.446 -3.485 3.160 0.000
H 3.162 -2.816 -6.914 0.000
H -5.065 -3.923 0.189 0.000
H -0.256 4.616 7.070 0.000
H 0.232 -6.190 2.646 0.000
H 2.361 -7.405 2.765 0.000
H 5.362 -1.861 -2.378 0.000
H -5.026 -2.211 -8.298 0.000
H -0.261 -4.230 -0.234 0.000
H -1.996 7.441 -1.053 0.000
H 1.939 0.444 4.716 0.000
H 6.199 2.348 3.013 0.000
H -2.246 4.538 1.726 0.000
H -3.385 8.120 -0.106 0.000
```

LUMO (alpha / beta)   -6.974 / -6.766 eV
Spin multiplicity   11
Net charge   +1
Kohn-Sham gap (alpha / beta)   2.72 / 2.92 eV

No. 7
DFT (wB97M-V/def2-TZVPD) results for C4H4BrClS in the gas phase in a non-equilibrium geometry.

Geometry as XYZ:
```
11
Properties=species:S:1:pos:R:3:nbo_charge:R:1
Br 2.891 -0.524 0.350 0.021
Cl 1.279 1.947 -0.227 0.085
S -1.922 1.746 0.500 0.074
C -1.365 0.320 1.019 -0.263
C 0.172 -0.540 -1.106 -0.415
C 1.112 0.260 -0.177 -0.110
C -0.149 -0.385 0.423 -0.342
H -0.039 -1.329 0.967 0.246
H -1.976 -0.089 1.746 0.208
H -0.409 0.081 -1.882 0.245
H 0.405 -1.487 -1.613 0.250
```

LUMO   -0.637 eV
Spin multiplicity   1
Kohn-Sham gap   8.18 eV
SMILES string   S=C[C@H]1C[C@]1(Cl)Br